C6H8S2 in the gas phase in a non-equilibrium geometry. Source: the OMol25 dataset; level of theory: ωB97M-V/def2-TZVPD.

The geometry in XYZ format:
```
16
Properties=species:S:1:pos:R:3:forces:R:3:nbo_charge:R:1
C 0.17310 -0.16351 0.92289 3.4 0.2 0.1 -0.4379
C -0.95105 0.36459 0.17947 -2.8 3.0 -2.8 -0.2158
C -0.67023 1.88150 -0.04948 -1.8 -0.5 -2.9 -0.4920
C 0.69669 2.03723 -0.65974 0.8 -5.7 2.1 -0.1827
C 1.50467 0.85515 -0.64201 -0.6 5.3 -2.6 -0.2043
C 0.93917 -0.52966 -0.45091 0.6 4.1 1.7 -0.3987
H -1.10088 -1.92597 0.79446 0.7 -0.2 1.0 0.1316
H 0.79874 0.72364 1.52686 -1.8 -2.8 -1.2 0.2677
H -2.06999 0.19943 0.33094 1.8 -0.2 0.6 0.2503
H -1.50124 2.14631 -0.77345 1.0 0.2 0.3 0.2194
H -0.82451 2.62666 0.71595 0.0 -0.4 1.1 0.2327
H 0.99270 3.01504 -0.80942 1.2 1.6 -0.7 0.2066
H 2.45625 1.08248 -1.13461 0.2 -0.7 0.4 0.2201
H 1.65823 -1.27037 -0.59338 1.0 -1.4 0.4 0.2350
S -0.22841 -1.55902 1.81934 -1.4 -2.2 0.9 0.0327
S -0.43181 -0.52030 -1.56051 -2.4 -0.4 1.4 0.1354
```
Positions in Å, forces in eV/Å.

Properties
frontier orbital gap = 8.76 eV
lowest unoccupied orbital energy = 0.6 eV

---

C31H37N8O8PPd as an isolated structure in a non-equilibrium geometry. Source: the OMol25 dataset; level of theory: ωB97M-V/def2-TZVPD.

The geometry in XYZ format:
```
86
Properties=species:S:1:pos:R:3:forces:R:3:mulliken_charge:R:1
Pd 0.69443 -0.21409 1.21125 -0.8 0.8 1.1 -0.4885
O 2.13223 0.45051 5.06975 0.3 0.3 0.2 -0.8067
C 1.98263 0.28151 3.86025 -0.4 -0.5 0.1 -0.0215
N 0.94933 -0.34349 3.30315 -0.2 0.0 -0.6 0.1626
C -0.18487 -0.65349 4.13405 0.6 0.2 0.2 -1.1574
C -1.31847 -1.23109 3.33825 0.0 -0.1 0.0 0.4184
C -2.49857 -1.61129 3.97945 0.0 -0.1 -0.2 -0.7871
C -3.53067 -2.15389 3.24215 0.2 0.1 0.0 -0.5832
C -3.36937 -2.28399 1.86925 0.1 0.0 -0.1 -1.2149
C -2.17947 -1.86799 1.30425 -0.3 -0.2 0.0 -0.4193
N -1.17557 -1.36889 2.01895 0.2 0.2 -0.1 0.9259
C 3.00663 0.78971 2.87225 0.4 0.2 0.1 0.4979
C 4.03323 1.61241 3.32435 -0.1 -0.1 0.0 -0.8400
C 4.91423 2.15171 2.40515 -0.2 -0.1 -0.1 -0.3280
C 4.74323 1.85311 1.06215 0.0 -0.1 0.1 -0.8664
C 3.70913 1.00641 0.69715 0.2 0.1 -0.1 -0.1883
N 2.86883 0.48541 1.57875 -0.2 0.0 0.2 0.3259
H -0.54427 0.25251 4.65065 0.0 -0.2 0.0 0.3923
H 0.10823 -1.35499 4.93135 -0.2 0.1 -0.1 0.4620
H -2.59067 -1.48579 5.04665 0.0 0.0 0.1 0.5335
H -4.44497 -2.46659 3.72325 -0.1 0.0 0.0 0.4287
H -4.15097 -2.69329 1.25205 -0.1 -0.1 -0.1 0.5038
H -2.01077 -1.94459 0.23795 0.0 0.0 -0.1 0.4036
H 4.09493 1.82531 4.38105 0.0 0.0 0.0 0.5209
H 5.71303 2.80221 2.72835 0.1 0.1 0.0 0.4303
H 5.39623 2.27171 0.31345 0.0 0.0 -0.1 0.4546
H 3.54153 0.73921 -0.33885 -0.1 0.1 0.0 0.3955
O 1.08613 2.45291 0.92665 -0.1 0.7 -0.1 -0.4414
C -0.13447 2.44581 1.07655 0.3 0.4 -0.1 0.4715
O -0.83487 1.40741 1.25685 -0.1 -0.6 0.1 -0.3784
C -0.90507 3.75151 1.05375 -0.1 0.1 0.0 0.1771
C -2.25667 3.76691 1.36915 -0.2 0.3 0.0 -0.4228
C -2.95107 4.97561 1.35765 1.6 -0.2 -0.4 -0.4259
C -2.31807 6.16491 1.02835 -0.1 0.1 0.0 -0.1843
C -0.96997 6.12751 0.70635 -0.6 -1.4 0.4 -0.3352
C -0.25467 4.93151 0.72055 -0.1 0.3 0.0 -0.3657
N -0.30507 7.35291 0.35015 0.5 0.8 -0.3 1.0692
O -0.96287 8.37571 0.35335 0.0 0.0 0.0 -0.6303
O 0.87483 7.29161 0.06265 -0.1 0.0 0.0 -0.6247
N -4.34807 4.99331 1.68715 -1.1 -0.1 0.2 1.0835
O -4.88227 3.92531 1.93205 0.0 0.2 0.0 -0.6317
O -4.91747 6.06921 1.69765 0.0 -0.1 0.0 -0.6318
H -2.76027 2.84721 1.62625 0.0 0.0 0.0 0.7269
H -2.86357 7.09701 1.02175 0.0 0.0 0.0 0.6143
H 0.79653 4.91301 0.47695 0.0 0.0 0.0 0.6898
O 0.83953 0.01781 -0.99615 0.1 0.7 0.4 -1.1164
P 0.45133 -1.23709 -1.66055 -0.3 -1.8 -1.0 -0.2042
N 1.57793 -1.56449 -2.85145 -0.9 0.3 0.5 0.5514
C 1.92303 -0.43429 -3.71935 0.2 0.5 -0.1 -0.3305
C 2.40393 -1.06949 -5.02115 0.0 -0.1 0.1 -0.7128
C 2.89243 -2.44159 -4.56425 -0.2 0.0 0.0 -0.7864
C 1.84193 -2.82419 -3.52605 0.0 -0.4 0.1 -0.3437
N -1.10667 -1.16099 -2.23805 0.8 0.1 0.2 0.4253
C -1.66977 -1.86409 -3.38245 0.2 -0.4 -0.2 -0.3635
C -3.08247 -1.28099 -3.54635 -0.1 0.0 0.1 -0.8179
C -3.34077 -0.49879 -2.25295 0.2 0.0 -0.1 -0.6200
C -1.94697 -0.02289 -1.86495 -0.2 0.3 0.3 -0.2227
N 0.46783 -2.53289 -0.60965 0.4 0.6 -0.7 0.3048
C 1.63053 -2.63579 0.27495 0.2 0.3 0.1 0.6503
C 1.60563 -4.07589 0.79355 -0.2 0.0 0.1 -0.9297
C 0.18443 -4.55509 0.48675 0.1 0.0 -0.1 -0.6707
C -0.13177 -3.83719 -0.82115 -0.4 -0.2 0.0 -0.3528
H 2.71203 0.15391 -3.24275 -0.1 0.1 -0.1 0.2054
H 1.06053 0.22121 -3.86115 0.1 0.1 -0.1 0.3277
H 3.17973 -0.48149 -5.50495 0.0 0.1 0.0 0.3871
H 1.57123 -1.18579 -5.71585 0.0 0.0 -0.1 0.2888
H 3.86823 -2.35129 -4.08735 0.1 0.0 0.0 0.3359
H 2.96113 -3.16219 -5.37535 0.0 -0.1 0.0 0.3955
H 2.20693 -3.57059 -2.81835 0.0 0.0 0.0 0.1831
H 0.94783 -3.22629 -4.01935 0.0 -0.1 0.0 0.2565
H -1.69587 -2.94009 -3.18475 0.0 0.0 -0.1 0.3128
H -1.07527 -1.71679 -4.29235 0.0 0.0 0.0 0.1288
H -3.83047 -2.05429 -3.71275 0.0 0.0 -0.1 0.3811
H -3.10217 -0.60669 -4.40075 0.0 0.0 0.0 0.3298
H -3.73897 -1.15669 -1.47865 0.0 0.0 0.0 0.1020
H -4.03637 0.32561 -2.40585 0.0 0.0 0.1 0.4917
H -1.82827 0.20061 -0.80145 -0.1 0.1 -0.1 -0.0710
H -1.67007 0.87381 -2.43255 0.0 0.0 0.1 0.3872
H 1.49273 -1.86419 1.09505 0.7 -1.4 -0.2 -0.3254
H 2.56583 -2.40129 -0.25115 -0.1 0.1 0.2 0.5094
H 1.84543 -4.13329 1.85295 0.1 0.0 0.0 0.4770
H 2.32533 -4.68889 0.24755 0.1 0.1 0.0 0.3279
H -0.50107 -4.21919 1.26385 -0.1 0.0 0.0 0.1516
H 0.11443 -5.63709 0.39785 0.0 0.0 0.0 0.4615
H -1.20107 -3.72559 -0.99925 -0.1 -0.1 0.0 0.2546
H 0.30623 -4.37339 -1.67345 0.0 0.0 0.0 0.3257
```
Positions in Å, forces in eV/Å.

Properties
spin multiplicity = 3
frontier orbital gap (alpha / beta) = 7.12 / 7.50 eV
expectation value of S² = 2.0053
lowest unoccupied orbital energy (alpha / beta) = -0.6 / -0.6 eV

---

A 2-piece molecular cluster, C10H14BClFO8P overall. Source: the OMol25 dataset; level of theory: ωB97M-V/def2-TZVPD.

The geometry in XYZ format:
```
36
Properties=species:S:1:pos:R:3:forces:R:3:nbo_charge:R:1
C 3.41165 1.52393 -0.01241 -0.2 0.2 0.2 -0.3883
C 2.30857 1.83002 0.66884 0.3 -0.2 -0.5 -0.1876
C 1.08685 0.93535 0.58107 0.5 0.1 0.7 -0.4626
C -0.08107 1.32240 1.48972 0.2 0.0 0.3 -0.1125
B -0.99399 0.08823 1.97304 -0.3 0.0 0.1 1.0917
C -1.02676 -1.33865 1.32987 0.3 -0.1 0.2 -1.0662
O -1.83218 0.36575 3.04494 0.0 0.5 -0.6 -0.9235
O 0.46138 1.93602 2.70215 0.6 -0.3 -0.1 -0.4929
C 0.17239 3.24133 2.73366 -0.7 -0.5 -0.2 0.9812
O 0.79080 4.08504 3.27522 0.2 0.4 0.6 -0.5494
O -0.97690 3.43746 2.01372 0.4 0.4 -0.2 -0.5196
C -0.87064 2.53001 0.90975 0.0 0.2 0.2 -0.2610
P -2.63355 2.29128 0.42210 -0.2 0.0 0.4 1.0923
O -2.43959 1.14481 -0.72909 0.2 -0.1 -0.1 -0.9774
Cl -2.87275 4.02645 -0.64518 0.1 -0.1 -0.1 -0.2933
H 4.20184 2.24767 -0.16138 0.2 -0.1 0.4 0.2006
H 3.54785 0.54630 -0.46163 -0.2 0.1 -0.3 0.1931
H 2.30628 2.73273 1.26644 -0.3 0.2 -0.2 0.2116
H 1.40971 -0.07291 0.83287 -0.1 -0.1 -0.2 0.2435
H 0.77030 0.95066 -0.46263 -0.3 -0.3 0.0 0.2293
H -1.80107 -1.41766 0.56117 -0.1 0.0 0.0 0.2396
H -0.09678 -1.68562 0.87185 -0.2 0.3 0.1 0.2709
H -1.27943 -2.04454 2.12334 -0.2 -0.1 0.0 0.2452
H -2.75083 0.39747 2.74740 -0.1 -0.3 0.5 0.5051
H -0.24127 3.02415 0.16219 -0.3 -0.1 -0.4 0.2165
H -3.14630 0.49642 -0.62600 0.0 0.1 -0.2 0.5023
C -0.68959 -3.52689 -2.78630 -0.2 -0.1 0.0 -0.1297
C 0.65663 -3.56501 -3.47627 -0.1 0.2 -0.1 0.4458
O 1.40794 -2.63632 -2.71470 0.0 -0.3 0.1 -0.4874
C 0.89088 -2.62110 -1.45630 0.1 0.1 0.0 0.9771
O 1.43343 -2.15014 -0.51371 0.1 -0.1 -0.2 -0.5644
O -0.32004 -3.22351 -1.43617 0.0 0.0 -0.1 -0.4841
F 0.58636 -3.14160 -4.75859 0.0 0.0 0.0 -0.3199
H -1.31461 -2.72588 -3.18284 0.1 0.0 -0.1 0.2049
H -1.22954 -4.46791 -2.83630 0.0 0.0 0.2 0.2122
H 1.15399 -4.53576 -3.44985 0.0 0.0 -0.1 0.1568
```
Positions in Å, forces in eV/Å.

Properties
frontier orbital gap = 9.35 eV
lowest unoccupied orbital energy = -0.1 eV